# C27H40N9P2RbS

A structure of composition C27H40N9P2RbS (wB97M-V/def2-TZVPD, OMol25).

XYZ file:
```
80
Properties=species:S:1:pos:R:3
Rb -0.477 0.514 0.064
C -4.056 3.202 -2.771
C -2.762 2.595 -2.309
N -2.597 2.075 -1.150
N -3.683 1.939 -0.364
C -3.547 2.007 0.941
N -4.594 1.395 1.622
S -2.346 2.803 1.878
C -1.600 2.553 -3.234
C -1.724 3.053 -4.531
C -0.637 3.023 -5.387
C 0.562 2.502 -4.934
C 0.596 2.020 -3.634
N -0.442 2.025 -2.804
H -4.754 3.220 -1.941
H -4.504 2.627 -3.588
H -3.902 4.223 -3.129
H -5.401 1.223 1.039
H -4.797 1.836 2.506
H -2.666 3.462 -4.866
H -0.728 3.408 -6.395
H 1.442 2.470 -5.561
H 1.515 1.608 -3.232
C -1.384 -2.410 -2.454
P 0.251 -2.151 -1.654
C 0.791 -3.902 -1.463
C 1.240 -1.649 -3.130
C 2.683 -1.266 -2.757
P 2.744 -0.016 -1.367
C 3.634 -0.996 -0.088
C 4.168 1.013 -1.932
H -1.307 -3.080 -3.314
H -1.779 -1.447 -2.785
H -2.084 -2.820 -1.726
H 0.780 -4.432 -2.420
H 0.112 -4.407 -0.772
H 1.796 -3.951 -1.038
H 0.729 -0.779 -3.551
H 1.215 -2.440 -3.885
H 3.200 -0.847 -3.622
H 3.246 -2.152 -2.453
H 4.568 -1.399 -0.487
H 3.005 -1.816 0.262
H 3.852 -0.354 0.767
H 5.035 0.398 -2.180
H 4.443 1.713 -1.141
H 3.885 1.597 -2.809
N 2.840 0.457 3.485
C 2.398 1.695 3.004
C 2.859 2.850 3.643
C 2.454 4.076 3.156
C 1.593 4.131 2.066
C 1.191 2.929 1.521
N 1.593 1.734 1.960
C 2.429 -0.839 3.180
C 3.183 -1.894 3.717
C 2.817 -3.185 3.420
C 1.714 -3.412 2.602
C 1.031 -2.308 2.134
N 1.374 -1.042 2.408
H 3.562 0.514 4.181
H 3.513 2.780 4.504
H 2.796 4.986 3.633
H 1.228 5.067 1.669
H 0.502 2.913 0.685
H 4.044 -1.689 4.343
H 3.389 -4.013 3.819
H 1.395 -4.413 2.343
H 0.157 -2.428 1.502
C -3.895 -3.787 3.274
N -3.457 -2.413 3.078
C -4.210 -1.348 3.741
C -2.789 -2.100 1.977
N -2.244 -1.798 1.002
H -3.924 -4.000 4.341
H -3.192 -4.467 2.801
H -4.890 -3.954 2.853
H -4.176 -1.508 4.818
H -5.251 -1.339 3.410
H -3.762 -0.386 3.503
```

2S+1 = 1
F_max = 0.53 eV/A
DFT total energy = -2650.65298 Eh
ΔE to the lowest compared entry with this formula, charge and spin = 66.1 kJ/mol
Kohn-Sham gap = 6.61 eV